Entry 1:
66
Properties=species:S:1:pos:R:3:forces:R:3:lowdin_charge:R:1 method="wB97M-V/def2-TZVPD" max_force_ha_per_bohr=0.15905 e_tot_ev=-40529.22154 de_lowest_kcal_mol=171.8 smiles=c1ccncc1.c1ccncc1.c1ccncc1.c1ccncc1.c1ccncc1.c1ccncc1 homo_energy_ha=-0.3525
C -1.2197 3.5182 2.9539 -2.5 3.3 2.6 -0.043
C -2.2517 3.9122 3.9189 2.3 1.0 -4.1 -0.035
C -2.6757 5.2502 3.8109 -1.6 -2.1 0.5 -0.178
N -2.1997 6.1782 2.9839 0.9 0.2 -0.5 0.056
C -1.1767 5.8082 2.1919 0.7 -0.5 -0.3 -0.138
C -0.6777 4.5042 2.1469 -3.8 0.5 3.4 -0.086
H -0.8817 2.5572 3.0319 1.0 -2.4 -0.4 0.060
H -2.8287 3.1472 4.3599 -0.4 -0.4 1.1 0.077
H -3.6537 5.3572 4.3419 1.0 1.1 -0.3 0.111
H -0.5967 6.4492 1.4689 -1.4 0.3 1.1 0.123
H 0.0873 4.2682 1.5849 3.8 -1.0 -3.1 0.047
C -0.5297 -2.0078 0.9789 -4.8 -0.3 0.8 -0.076
C 0.7703 -1.9508 0.6109 1.4 0.5 -1.1 -0.101
C 1.3363 -0.7648 0.1329 -0.6 3.1 0.3 -0.123
N 0.6583 0.4372 0.1439 -0.5 -1.1 1.0 0.044
C -0.6467 0.4502 0.6209 4.2 -6.9 -1.5 -0.109
C -1.2837 -0.8018 0.8769 2.2 1.6 0.4 -0.062
H -1.2467 -2.9418 1.3159 2.6 2.1 -1.0 0.153
H 1.3963 -2.7818 0.4809 0.6 -1.4 0.4 0.081
H 2.3983 -0.6088 -0.2451 -1.5 -0.9 0.5 0.106
H -1.1737 1.2642 0.4419 -2.2 4.0 -0.3 0.031
H -2.3197 -0.6728 1.0229 -1.2 -0.7 0.4 0.056
C -3.4887 2.7752 -2.0281 -1.4 -0.3 -2.3 -0.080
C -3.9957 2.9462 -3.4221 1.2 0.0 1.5 -0.029
C -4.0807 4.2912 -3.9531 1.7 -1.6 5.0 -0.140
N -3.7477 5.3762 -3.2171 0.2 -1.3 1.7 0.046
C -3.3537 5.1602 -1.9051 -0.8 2.5 -2.3 -0.167
C -3.2467 3.9422 -1.3291 2.0 -1.6 3.9 -0.152
H -3.3487 1.7952 -1.4551 -0.3 1.3 -1.5 0.111
H -4.1577 2.0332 -4.0631 0.0 1.3 0.8 0.100
H -4.2967 4.5552 -4.9031 -1.0 0.1 -3.1 0.057
H -3.1477 6.0972 -1.3531 0.0 -0.8 -0.3 0.108
H -2.7747 3.8432 -0.1741 -1.5 0.4 -3.3 0.153
C 4.3863 -5.4108 -1.9931 0.7 -0.1 0.4 -0.094
C 4.7193 -4.0648 -2.1431 -0.2 2.5 -0.9 -0.088
C 4.7703 -3.3048 -0.9671 -0.3 0.6 1.5 -0.152
N 4.7013 -3.8868 0.2879 -0.6 0.3 -2.5 0.022
C 4.4793 -5.2218 0.3469 2.5 0.6 2.1 -0.173
C 4.3383 -6.0818 -0.7561 0.2 3.6 0.1 -0.055
H 4.2603 -5.9488 -2.8821 -0.1 -1.0 -1.1 0.080
H 4.8723 -3.4218 -3.1831 -0.6 -2.3 2.7 0.154
H 4.8153 -2.1408 -0.9771 0.2 -2.3 0.0 0.112
H 4.7963 -5.5098 1.4339 -1.4 -0.4 -2.1 0.131
H 4.2713 -7.1148 -0.6211 -0.4 -1.4 -0.1 0.079
C 5.9993 0.4202 -1.6571 1.7 0.9 2.0 -0.133
C 4.7043 0.9172 -1.7311 -1.3 -1.1 -1.6 -0.097
C 3.9813 0.6662 -2.9021 -2.2 -0.2 -1.5 -0.135
N 4.3913 -0.1158 -3.9881 0.6 1.8 2.7 0.072
C 5.6483 -0.5108 -3.8151 -0.9 2.3 3.8 -0.174
C 6.5213 -0.2528 -2.7001 0.7 -1.8 -3.1 -0.084
H 6.7293 0.6152 -0.8371 -1.2 -0.1 -0.2 0.123
H 4.0563 1.2482 -0.9491 0.5 0.8 0.7 0.088
H 2.8873 1.1092 -3.0301 2.4 -1.1 0.5 0.140
H 6.0343 -1.0178 -4.5551 1.9 -2.8 -4.0 0.041
H 7.5973 -0.6998 -2.8241 -2.2 1.2 0.7 0.145
C -4.4647 -1.8738 2.4869 -0.9 1.6 0.6 -0.078
C -3.4147 -2.6498 3.0149 -3.7 -1.5 -1.1 -0.117
C -3.6107 -4.0468 3.1089 1.0 -1.8 -0.6 -0.161
N -4.7167 -4.7268 2.6949 -0.6 2.8 0.4 0.059
C -5.7747 -3.8988 2.2959 6.1 2.1 1.4 -0.116
C -5.7187 -2.5038 2.1639 2.5 -0.7 0.2 -0.060
H -4.4047 -0.6878 2.4949 0.0 -2.7 -0.2 0.139
H -2.5627 -2.2638 3.4159 2.3 1.3 0.8 0.059
H -2.6907 -4.7228 3.4729 -2.3 1.5 -0.8 0.143
H -6.6647 -4.2758 2.1859 -4.5 -2.9 -0.9 0.039
H -6.5807 -2.0078 1.7339 0.2 0.3 0.3 0.097

---

Entry 2:
70
Properties=species:S:1:pos:R:3:forces:R:3:lowdin_charge:R:1 method="wB97M-V/def2-TZVPD" max_force_ha_per_bohr=0.29820 e_tot_ev=-52061.89599 de_lowest_kcal_mol=190.7 smiles=Oc1ccc(O)cc1.Oc1ccc(O)cc1.Oc1ccc(O)cc1.Oc1ccc(O)cc1.Oc1ccc(O)cc1 homo_energy_ha=-0.2892
O -22.3877 -9.6961 14.7470 0.2 -0.5 4.0 -0.033
C -20.9887 -9.5745 14.9120 -1.5 1.1 -2.2 -0.356
C -20.3890 -9.9921 16.0282 6.6 2.3 -0.6 -0.004
C -18.9409 -9.6806 16.2623 -3.2 -0.4 -1.5 0.049
C -18.2546 -9.0535 15.2492 0.0 -0.6 0.5 -0.354
O -16.9479 -8.8245 15.4203 -2.4 -3.2 7.7 0.127
C -18.8564 -8.7207 14.0541 -2.6 -0.4 -0.1 -0.018
C -20.2369 -8.9295 13.8981 0.3 0.5 -2.9 0.008
H -22.6743 -9.8408 15.7749 0.5 0.4 -4.0 0.181
H -20.7410 -10.4287 16.8425 -2.6 -2.0 3.1 0.061
H -18.4749 -9.9598 17.1874 0.1 -0.1 0.2 0.109
H -16.5687 -8.4960 14.7383 3.8 3.5 -7.2 -0.002
H -18.3107 -8.2970 13.2393 0.3 0.3 -0.3 0.103
H -20.6325 -8.6128 12.7809 0.5 -0.9 3.3 0.159
O -19.5913 -3.7163 9.6447 0.7 -1.0 0.6 0.001
C -20.0541 -5.0081 9.8709 -2.1 0.8 -0.7 -0.338
C -21.4113 -5.3413 9.7627 -2.3 -1.6 -0.5 0.037
C -21.8733 -6.7853 9.9104 3.5 4.2 0.0 0.039
C -20.8208 -7.6728 10.1398 -2.0 -1.1 -0.9 -0.337
O -21.0526 -9.0261 10.1614 3.4 0.1 0.2 0.028
C -19.4666 -7.3088 10.1676 -0.6 -0.1 0.3 -0.029
C -19.1226 -5.9862 10.0767 2.9 -0.7 0.5 -0.049
H -18.6222 -3.8870 9.7556 -0.9 1.1 -0.5 0.084
H -22.2384 -4.5849 9.4322 1.9 -1.3 0.8 0.137
H -22.9121 -7.0158 9.7874 -0.2 -0.3 0.0 0.094
H -21.8683 -9.4654 10.1960 -2.3 0.1 0.0 0.033
H -18.6978 -8.0725 10.2316 -0.3 0.0 0.1 0.122
H -17.9846 -5.7441 10.1678 -2.1 -0.2 -0.3 0.154
O -21.7580 -2.1654 7.9337 0.8 -0.2 1.7 0.006
C -22.5321 -1.3293 8.7176 -0.8 0.8 -1.5 -0.314
C -23.7156 -0.9629 8.0879 -2.6 2.8 2.0 0.013
C -24.6291 0.0529 8.8053 3.0 -1.3 -1.7 0.018
C -24.0830 0.7730 9.8790 -0.9 -0.3 -0.9 -0.283
O -24.7630 1.8485 10.4148 13.4 -4.0 6.4 0.123
C -22.8226 0.3897 10.4321 -1.4 -0.5 -0.8 -0.007
C -22.1236 -0.6693 9.9206 -3.2 0.2 -2.9 -0.016
H -20.9762 -2.4148 8.4699 -0.2 -0.1 -0.6 0.074
H -24.0443 -1.2336 7.0541 0.6 -0.3 1.3 0.116
H -25.5578 0.3522 8.2730 0.7 -0.2 0.7 0.106
H -25.4705 2.0769 10.1045 -12.2 3.3 -6.0 -0.058
H -22.3634 0.7850 11.3017 -0.3 0.9 0.7 0.105
H -21.3800 -1.0095 10.4939 3.3 -1.3 1.6 0.069
O -25.0077 -10.6699 7.4319 -2.4 -0.2 4.2 0.016
C -24.5283 -11.1122 8.7426 -1.0 2.1 -2.6 -0.299
C -23.8386 -12.2745 8.8076 2.6 0.3 6.7 -0.018
C -23.0786 -12.6363 10.0184 -1.7 0.2 0.2 0.065
C -23.0933 -11.6825 11.1547 1.8 -2.3 -1.8 -0.320
O -22.3150 -11.9904 12.2470 -0.9 -1.8 -1.0 0.044
C -23.7593 -10.5198 10.9772 -2.9 1.4 -2.4 -0.049
C -24.6433 -10.2694 9.8168 1.3 1.6 1.8 0.011
H -24.3395 -10.7549 6.8170 2.4 -0.5 -1.8 0.041
H -23.6879 -12.8747 8.0448 0.2 -2.8 -3.8 0.057
H -22.6415 -13.7245 10.1364 -0.6 2.6 -0.3 0.146
H -21.8175 -11.3330 12.7051 0.0 1.4 0.1 0.071
H -23.6698 -9.6562 11.5902 0.0 0.2 1.2 0.104
H -25.2176 -9.2592 9.7824 1.2 -2.1 -0.2 0.149
O -14.9257 -5.0247 8.5112 1.7 -1.0 1.8 0.050
C -15.9642 -4.3859 7.9976 -1.2 -0.2 -3.6 -0.415
C -16.6159 -4.7607 6.7782 -3.1 1.7 -1.4 0.007
C -17.6963 -3.9157 6.1626 3.4 0.1 0.5 0.006
C -18.0638 -2.6343 6.7693 0.6 -2.8 -1.2 -0.250
O -19.0884 -1.9165 6.1288 4.5 4.6 7.4 0.093
C -17.3933 -2.3161 7.9640 3.0 -7.3 -4.3 -0.001
C -16.3335 -3.1797 8.5228 -1.7 2.8 2.3 -0.015
H -14.4547 -5.7513 8.0713 -1.0 0.5 -0.4 0.131
H -16.5165 -5.6846 6.1672 0.7 0.6 1.0 0.105
H -17.8074 -4.1180 5.0233 -0.6 0.2 2.2 0.132
H -19.3860 -2.4251 5.5118 -3.0 -4.8 -6.0 -0.013
H -17.7416 -1.6313 8.5004 -2.4 6.1 4.4 0.026
H -15.9072 -2.8607 9.5908 -0.8 -0.7 -2.6 0.163

---

Entry 3:
75
Properties=species:S:1:pos:R:3:forces:R:3:lowdin_charge:R:1 method="wB97M-V/def2-TZVPD" max_force_ha_per_bohr=0.02066 e_tot_ev=-198653.03260 de_lowest_kcal_mol=0.0 total_charge=+1 homo_energy_ha="-0.4108 / -0.4108"
Au 0.4762 -1.7244 1.7618 0.7 0.8 -0.2 0.652
O 1.4916 -1.1275 7.8424 0.0 0.0 0.0 0.131
C 1.3063 -1.1342 6.5253 0.0 0.0 0.0 -0.283
C 2.2264 -0.6208 5.6096 0.0 0.0 0.0 0.037
C 1.9335 -0.7076 4.2729 0.0 0.0 0.0 -0.118
N 0.7997 -1.2556 3.8078 -0.1 0.0 0.1 -0.165
C -0.0861 -1.7225 4.6980 0.0 0.0 0.0 -0.712
Br -1.6759 -2.4708 4.0095 0.1 0.0 0.1 0.817
C 0.1134 -1.6871 6.0537 0.0 0.0 0.0 -0.013
H 2.3508 -0.7562 8.0804 0.0 0.0 0.0 0.137
H 3.1601 -0.1776 5.9277 0.0 0.0 0.0 0.133
H 2.6207 -0.3321 3.5280 0.0 0.0 0.0 0.125
H -0.6182 -2.0827 6.7416 0.0 0.0 0.0 0.129
C 1.0061 4.0349 1.2608 0.0 0.0 0.0 -0.110
C 0.2246 4.0034 -0.0478 0.0 0.0 0.0 -0.250
C 1.0230 3.4144 -1.2081 0.0 0.0 0.0 -0.167
C 1.1865 1.8989 -1.1493 0.0 0.0 -0.1 -0.129
N -0.0958 1.2097 -1.3212 -0.1 0.1 0.0 0.018
C -0.8675 0.6531 -0.3761 0.1 -0.1 0.0 -0.606
Se -0.4261 0.5438 1.4559 -0.5 -0.2 0.2 0.816
N -2.0042 0.2136 -0.9265 0.0 0.1 0.0 -0.004
C -3.1359 -0.3825 -0.2177 0.0 -0.1 0.0 -0.163
C -4.0853 0.6812 0.3150 0.0 0.0 0.0 -0.185
C -5.2672 0.0723 1.0654 0.0 0.0 0.0 -0.251
C -6.1761 -0.7819 0.1893 0.0 0.0 0.0 -0.102
C -1.9726 0.4897 -2.2862 0.0 0.2 0.0 -0.151
C -2.8770 0.2112 -3.3071 0.0 0.0 0.0 0.012
C -2.5013 0.5911 -4.5791 0.0 0.0 0.0 -0.045
C -1.2722 1.2230 -4.8326 0.0 0.1 0.0 -0.050
C -0.3828 1.5093 -3.8198 -0.1 0.2 0.1 -0.004
C -0.7631 1.1293 -2.5357 -0.1 0.2 0.0 -0.150
H 0.4213 4.4900 2.0600 0.0 0.0 0.0 0.078
H 1.9204 4.6197 1.1459 0.0 0.0 0.0 0.081
H 1.2931 3.0349 1.5922 0.0 0.0 0.0 0.028
H -0.0770 5.0184 -0.3111 0.0 0.0 0.0 0.114
H -0.7132 3.4485 0.0783 0.0 0.0 0.0 0.093
H 2.0271 3.8466 -1.2165 0.0 0.0 0.0 0.127
H 0.5669 3.6825 -2.1635 0.0 0.0 0.0 0.112
H 1.6132 1.5635 -0.2057 0.0 0.0 0.0 0.096
H 1.8348 1.5398 -1.9486 0.0 0.0 0.0 0.118
H -2.7364 -1.0054 0.5819 0.0 0.0 0.0 0.086
H -3.6267 -1.0470 -0.9268 0.0 0.0 0.0 0.122
H -4.4451 1.2894 -0.5208 0.0 0.0 0.0 0.123
H -3.5243 1.3444 0.9785 0.0 0.0 0.0 0.102
H -5.8470 0.8844 1.5071 0.0 0.0 0.0 0.112
H -4.8899 -0.5194 1.9059 0.0 0.0 0.0 0.109
H -6.5206 -0.2183 -0.6807 0.0 0.0 0.0 0.080
H -7.0581 -1.1053 0.7406 0.0 0.0 0.0 0.077
H -5.6779 -1.6840 -0.1710 0.0 0.0 0.0 0.068
H -3.8223 -0.2796 -3.1210 0.0 0.0 0.0 0.120
H -3.1678 0.3938 -5.4075 0.0 0.0 0.0 0.116
H -1.0089 1.4791 -5.8494 0.0 0.0 0.0 0.123
H 0.5703 1.9754 -4.0273 0.0 0.0 0.0 0.121
O 2.3798 -2.6656 1.5116 -0.4 -0.3 0.1 -0.329
N 3.0396 -2.8945 2.6159 0.1 -0.1 0.1 -0.023
C 4.3176 -3.0284 2.4572 -0.2 0.1 -0.1 -0.297
C 4.9190 -2.8669 1.1620 0.1 0.0 0.0 -0.158
N 5.3323 -2.6797 0.1070 0.0 0.0 0.0 0.188
C 5.0992 -3.2398 3.6374 0.1 0.0 0.0 -0.172
N 5.7029 -3.3726 4.6051 0.0 0.0 0.0 0.172
O 3.9583 -0.2003 -5.0546 -0.1 0.0 0.0 0.139
C 2.6254 -0.1028 -4.9053 0.1 -0.1 0.1 -0.478
O 1.9695 0.5523 -5.6665 0.0 0.0 -0.1 0.125
C 2.0164 -0.8072 -3.7329 0.0 -0.1 0.0 -0.138
C 0.7049 -1.2575 -3.8534 0.1 -0.2 -0.1 -0.012
C 0.0570 -1.8076 -2.7654 0.1 -0.1 0.0 -0.104
C 0.7152 -1.9077 -1.5384 0.0 0.1 0.0 -0.603
S -0.2280 -2.5792 -0.2079 -0.1 -0.2 -0.3 0.681
C 2.0383 -1.4966 -1.4209 0.1 0.0 0.0 -0.088
C 2.6819 -0.9474 -2.5193 0.0 0.0 0.0 -0.020
H 4.3263 -0.8704 -4.4649 0.0 0.0 0.0 0.113
H 0.1939 -1.1405 -4.7997 0.0 -0.1 0.0 0.130
H -0.9713 -2.1360 -2.8569 0.0 0.0 0.0 0.112
H 2.5734 -1.6124 -0.4889 0.0 0.0 0.0 0.076
H 3.7045 -0.6068 -2.4000 0.0 0.0 0.0 0.127